Record 1
DFT (ωB97M-V/def2-TZVPD) results for a molecular structure, C32H47Cl3N3O3SSiV.

Cartesian coordinates (Å):
C 2.85 -1.35 -4.20
C 2.09 -2.62 -4.42
H 3.91 -1.56 -4.00
H 2.48 -0.78 -3.34
H 2.77 -0.73 -5.10
C 2.58 -3.69 -5.07
C 3.98 -3.83 -5.52
H 1.89 -4.44 -5.40
H 4.70 -3.43 -4.78
H 4.13 -3.29 -6.47
H 4.20 -4.90 -5.65
V 0.00 1.94 -0.90
Cl 0.98 3.38 -2.23
Cl -1.92 1.02 -1.42
C -3.53 0.77 1.24
O -2.62 0.99 2.05
N -4.05 -0.45 0.96
C -3.80 -1.61 1.80
C -4.91 -0.65 -0.20
H -4.00 1.56 0.62
H -3.35 -1.28 2.75
H -3.12 -2.31 1.31
H -4.74 -2.15 1.97
H -5.09 0.32 -0.67
H -5.87 -1.10 0.10
H -4.45 -1.32 -0.93
H 4.52 1.67 0.16
H 2.99 -0.53 0.61
C 4.72 1.54 1.24
C 3.23 -0.40 1.68
N 3.58 1.00 1.95
H 4.94 2.53 1.67
C 2.72 1.81 2.60
O 1.58 1.47 2.94
H 2.38 -0.68 2.30
H 3.14 2.81 2.78
H 5.60 0.89 1.37
H 4.10 -1.03 1.92
O 0.46 -1.93 -2.75
C 0.64 -2.64 -3.97
C 0.39 -5.16 -3.44
C -0.11 -3.97 -3.98
H 1.29 -5.11 -2.81
C -0.30 -6.36 -3.67
H 0.18 -1.96 -4.71
C -1.26 -3.98 -4.76
H 0.11 -7.28 -3.27
C -1.51 -6.36 -4.37
C -1.95 -5.17 -4.95
H -1.59 -3.07 -5.24
H -2.04 -7.29 -4.53
H -2.83 -5.18 -5.58
Si 0.04 -2.17 -1.10
Cl 1.35 -0.23 -1.07
C 0.88 -3.79 -0.56
C -1.84 -2.57 -1.50
C -0.22 -1.56 0.75
H 0.36 -4.69 -0.90
H 0.91 -3.87 0.53
H 1.90 -3.82 -0.95
H 0.71 -1.35 1.28
H -0.74 -2.31 1.34
H -0.88 -0.69 0.73
H -2.00 -3.50 -2.05
H -2.25 -1.77 -2.13
H -2.46 -2.68 -0.60
N -0.16 2.54 0.86
S -0.54 4.15 1.59
C -1.93 4.15 2.80
C -1.89 3.35 3.94
C -2.73 3.65 5.01
C -3.68 4.67 4.92
C -3.83 5.34 3.71
C -2.96 5.09 2.64
C 0.69 4.96 2.79
C 0.97 6.32 2.58
C 1.77 7.03 3.48
C 2.30 6.39 4.60
C 2.00 5.05 4.84
C 1.19 4.35 3.94
H -0.19 1.90 1.64
H -1.15 2.55 4.03
H -2.64 3.08 5.94
H -4.32 4.91 5.76
H -4.60 6.10 3.60
H -3.02 5.67 1.72
H 0.51 6.82 1.72
H 1.98 8.08 3.29
H 2.98 6.91 5.25
H 2.40 4.54 5.71
H 0.95 3.30 4.13

## Properties
Spin multiplicity: 4
ΔE to the lowest compared entry with this formula, charge and spin, kcal/mol: 54.5
Highest occupied orbital energy (alpha / beta), hartree: -0.110 / -0.193
Frontier orbital gap (alpha / beta), hartree: 0.1954 / 0.2775
Total charge: -1

So, what does the Löwdin scheme give us? The charges, in e, come out as: -0.0380 -0.2248 0.0724 0.0274 0.0954 -0.1398 -0.1168 0.0994 0.0692 0.0820 0.0650 -0.1257 -0.1451 0.0646 -0.3812 -0.0359 -0.1872 -0.0510 -0.0703 0.1161 0.0894 0.0597 0.0820 0.0783 0.0789 0.0734 0.1010 0.0089 -0.0566 -0.0689 -0.1839 0.0819 -0.3027 -0.0433 0.0738 0.1270 0.0856 0.0881 -0.3238 -0.2917 -0.0539 -0.1858 0.1096 -0.0835 0.1477 -0.0428 0.0941 -0.1068 -0.0935 0.1162 0.0918 0.0938 0.1936 0.3551 -0.1743 -0.1599 -0.2784 0.0110 0.0194 0.0213 -0.0170 0.0120 -0.0211 0.0113 -0.0017 -0.0113 -0.4274 1.0887 -0.3822 -0.0924 -0.0710 -0.0946 -0.0942 -0.0821 -0.3361 -0.0929 -0.0905 -0.0998 -0.0742 -0.1084 -0.0336 0.1122 0.1038 0.0992 0.0980 0.1067 0.1049 0.0999 0.0961 0.1056 0.0844

---

Record 2
DFT (ωB97M-V/def2-TZVPD) results for 3 unconnected molecules or ions with the total composition C32H47ClF18NO7PS.

Cartesian coordinates (Å):
C 1.52 -3.83 -0.09
O 1.18 -4.03 -1.53
C 1.27 -5.49 -1.71
C 1.23 -5.98 -3.27
C -0.17 -5.63 -4.07
C -1.53 -6.04 -3.25
C -2.92 -5.40 -3.88
C -2.75 -3.77 -3.83
C -4.01 -3.00 -3.05
C -4.20 -3.65 -1.54
C -4.58 -2.58 -0.37
P -3.37 -1.16 -0.03
Cl -1.62 -2.37 -0.34
C -2.62 -0.81 1.74
C -1.03 -0.30 1.61
C -0.84 0.93 2.72
C 0.70 1.49 2.81
F 0.66 2.98 2.56
F 1.63 0.86 1.85
C 1.16 1.34 4.40
F 2.54 1.84 4.66
F 0.25 2.18 5.27
F 1.05 -0.09 4.88
C -2.91 0.10 -1.37
C -1.63 -0.30 -2.33
C -1.62 0.87 -3.53
F -2.23 2.15 -3.12
F -2.56 0.32 -4.58
C -0.17 0.96 -4.26
F -0.40 1.63 -5.60
F 0.16 -0.46 -4.65
C 1.11 1.49 -3.44
F 1.75 0.25 -2.84
F 2.13 1.93 -4.46
C 0.96 2.52 -2.21
F -0.05 2.20 -1.16
F 2.27 2.42 -1.47
S 0.78 4.34 -2.60
F -0.82 4.41 -1.89
F 0.18 4.11 -4.17
F 2.42 4.51 -3.12
F 1.37 4.66 -0.99
F 0.61 6.04 -2.86
C -4.90 -0.12 0.60
C -5.74 -0.84 1.78
C -7.05 -0.11 2.40
C -7.30 1.32 1.66
C -6.27 1.82 0.53
N -5.07 1.19 -0.06
H 0.87 -4.53 0.63
H 1.29 -2.72 0.28
H 2.66 -4.02 0.14
H 0.46 -6.03 -1.02
H 2.33 -5.84 -1.27
H 2.10 -5.38 -3.83
H 1.44 -7.15 -3.40
H -0.10 -4.48 -4.35
H -0.16 -6.20 -5.11
H -1.49 -5.67 -2.13
H -1.62 -7.22 -3.21
H -3.88 -5.79 -3.32
H -2.98 -5.74 -5.00
H -1.76 -3.46 -3.29
H -2.70 -3.40 -4.96
H -4.97 -3.28 -3.70
H -3.93 -1.84 -3.08
H -3.33 -4.42 -1.25
H -5.16 -4.35 -1.64
H -5.61 -2.09 -0.70
H -4.70 -3.21 0.64
H -3.17 0.10 2.27
H -2.61 -1.77 2.41
H -0.26 -1.15 1.83
H -0.88 0.22 0.55
H -1.29 0.64 3.79
H -1.53 1.82 2.33
H -2.56 1.10 -0.81
H -3.78 0.32 -2.16
H -0.59 -0.21 -1.82
H -1.79 -1.31 -2.94
H -5.42 -1.89 2.20
H -7.72 -0.60 3.23
H -8.23 1.98 1.95
H -6.52 2.90 0.07
C 4.54 0.18 5.44
O 5.74 -0.59 5.52
C 6.87 0.15 5.60
O 6.94 1.37 5.61
O 7.93 -0.71 5.66
C 9.20 -0.06 5.75
H 3.70 -0.51 5.38
H 4.42 0.79 6.34
H 4.54 0.81 4.55
H 9.26 0.54 6.67
H 9.38 0.55 4.87
H 9.97 -0.84 5.80
C 5.43 9.07 1.69
O 5.18 7.69 1.48
C 3.87 7.35 1.48
O 2.93 8.11 1.63
O 3.78 6.01 1.27
C 2.45 5.51 1.23
H 6.51 9.23 1.68
H 4.98 9.67 0.89
H 5.04 9.39 2.67
H 1.88 5.96 0.41
H 1.94 5.68 2.19
H 2.50 4.43 1.06

## Properties
SMILES string: COCCCCCCCCCP(Cl)(CCCC(F)(F)C(F)(F)F)(CCC(F)(F)C(F)(F)C(F)(F)C(F)(F)S(F)(F)(F)(F)F)c1ccccn1.COC(=O)OC.COC(=O)OC
Highest occupied orbital energy, hartree: -0.330
Frontier orbital gap, hartree: 0.2254

Here are the Löwdin charges for atoms 1 to 99, given in e: -0.1655 -0.2612 -0.2499 -0.1728 -0.2139 -0.2155 -0.2007 -0.2191 -0.1934 -0.2813 -0.3296 0.5919 0.4006 -0.3102 -0.2523 -0.0960 -0.1806 -0.0162 0.0176 -0.1299 0.0274 0.0199 0.0130 -0.2937 -0.1706 -0.1968 0.0069 -0.0197 -0.0988 0.0215 0.0232 -0.1024 0.0322 0.0395 -0.1979 0.0215 0.0115 1.1147 -0.1935 -0.1654 -0.1734 -0.2304 -0.1772 -0.3449 -0.0752 -0.0252 -0.0678 -0.1177 0.0078 0.1030 0.0784 0.1038 0.1241 0.1291 0.1250 0.1236 0.1120 0.1194 0.0963 0.1182 0.1105 0.1089 0.0804 0.1241 0.1220 0.0829 0.0937 0.1176 0.1232 0.1140 0.0983 0.1076 0.1015 0.0878 0.1443 0.1477 0.1128 0.1253 0.1001 0.1018 0.0902 0.0952 0.0868 0.1078 -0.0686 -0.0054 -0.5585 0.1101 -0.0122 -0.0542 0.0857 0.1035 0.0902 0.0981 0.0986 0.0931 -0.0548 -0.0109 -0.5564